1.
DFT (ωB97M-V with the def2-TZVPD basis set) results for C16H17ClN2O5S in the gas phase.

Properties
Energy above the lowest of the compared OMol25 structures with the same formula, charge and spin (eV): 0.002
Multiplicity: 1
Structure (SMILES): O=C(NCc1ccco1)c1ccc(Cl)c(S(=O)(=O)N2CCOCC2)c1
Kohn-Sham gap (eV): 8.89
Calculated total energy (eV): -53442.3181

```
42
C16H17ClN2O5S, DFT ωB97M-V with the def2-TZVPD basis set
O 2.172 -3.661 0.462
C 1.929 -2.471 0.470
N 2.876 -1.527 0.661
C 4.289 -1.858 0.722
C 5.012 -1.360 -0.485
C 5.251 -1.932 -1.700
C 5.943 -0.962 -2.465
C 6.067 0.128 -1.662
O 5.505 -0.100 -0.463
C 0.529 -1.955 0.317
C -0.514 -2.834 0.610
C -1.834 -2.451 0.479
C -2.130 -1.166 0.038
Cl -3.748 -0.652 -0.143
C -1.100 -0.291 -0.270
S -1.450 1.368 -0.868
O -0.192 2.054 -0.961
O -2.281 1.301 -2.029
N -2.366 1.957 0.403
C -3.387 2.932 0.070
C -4.299 3.084 1.288
O -3.561 3.480 2.422
C -2.558 2.544 2.731
C -1.592 2.354 1.558
C 0.219 -0.678 -0.137
H 2.637 -0.550 0.620
H 4.350 -2.947 0.775
H 4.724 -1.412 1.622
H 4.971 -2.920 -2.003
H 6.295 -1.066 -3.470
H 6.517 1.088 -1.818
H -0.259 -3.831 0.938
H -2.636 -3.134 0.708
H -3.932 2.558 -0.795
H -2.934 3.902 -0.176
H -5.041 3.866 1.119
H -4.805 2.128 1.485
H -2.033 2.934 3.605
H -3.015 1.573 2.977
H -0.872 1.563 1.774
H -1.048 3.288 1.360
H 0.964 0.046 -0.429
```


2.
DFT (ωB97M-V with the def2-TZVPD basis set) results for C16H17ClN2OS2 in the gas phase.

Properties
Energy above the lowest of the compared OMol25 structures with the same formula, charge and spin (eV): 1.705
Multiplicity: 1
Structure (SMILES): CN(C)CCNC(=O)c1cc2c(s1)-c1ccc(Cl)cc1SC2
Kohn-Sham gap (eV): 7.91
Calculated total energy (eV): -56086.4015

```
39
C16H17ClN2OS2, DFT ωB97M-V with the def2-TZVPD basis set
C 5.454 -1.560 -3.544
N 4.968 -0.800 -2.331
C 5.625 0.401 -1.876
C 4.008 -1.430 -1.473
C 2.629 -0.761 -1.693
N 1.741 -0.834 -0.595
C 0.421 -1.208 -0.757
O 0.117 -1.762 -1.849
C -0.544 -0.567 0.216
C -0.437 -0.323 1.492
C -1.730 0.115 2.128
C -2.775 0.219 1.174
S -2.144 -0.235 -0.373
C -4.192 0.755 1.362
C -5.029 1.204 0.316
C -6.214 1.883 0.537
C -6.720 1.954 1.873
Cl -8.225 2.774 2.311
C -5.873 1.458 2.876
C -4.613 0.892 2.657
S -3.741 0.323 4.171
C -1.990 0.131 3.636
H 5.836 -0.838 -4.279
H 6.289 -2.161 -3.117
H 4.595 -2.091 -4.118
H 6.697 0.352 -1.524
H 5.605 1.128 -2.753
H 5.080 0.833 -1.095
H 4.298 -1.173 -0.496
H 3.945 -2.572 -1.450
H 2.149 -0.883 -2.682
H 3.010 0.235 -1.787
H 1.986 -0.128 0.143
H 0.464 -0.459 2.084
H -4.705 1.069 -0.709
H -6.784 2.340 -0.308
H -6.248 1.558 3.906
H -1.442 0.987 4.024
H -1.511 -0.823 3.902
```


3.
DFT (ωB97M-V with the def2-TZVPD basis set) results for a molecular structure, C16H17CoN5O8S3.

Properties
Multiplicity: 5
Kohn-Sham gap (spin up / spin down) (eV): 8.54 / 5.26
Calculated total energy (eV): -110824.9769
Net charge: +1

```
50
C16H17CoN5O8S3, DFT ωB97M-V with the def2-TZVPD basis set
Co 0.418 0.667 0.852
O 2.154 1.513 4.810
C 1.525 1.547 3.664
O 1.896 0.952 2.672
C 0.284 2.431 3.700
O -0.742 1.950 2.859
C -1.504 0.899 3.458
C -0.781 -0.466 3.210
O -0.636 -1.263 4.102
O -0.376 -0.568 2.005
H 2.934 0.930 4.822
H 0.550 3.431 3.334
H -0.052 2.501 4.741
H -2.469 0.871 2.945
H -1.652 1.068 4.528
N 3.732 -0.557 0.768
C 3.412 0.364 -0.151
N 2.239 0.936 -0.214
C 2.114 1.763 -1.309
C 3.216 1.816 -2.100
S 4.473 0.814 -1.463
C 0.852 2.463 -1.414
C 0.435 3.358 -2.345
S -1.125 3.980 -1.942
C -1.121 2.988 -0.507
N -0.049 2.242 -0.388
N -2.134 2.983 0.365
H 3.110 -0.626 1.560
H 4.691 -0.832 0.895
H 3.370 2.359 -3.009
H 0.933 3.694 -3.230
H -2.834 3.702 0.331
H -1.984 2.489 1.234
N 0.376 -1.153 -0.674
C -0.620 -1.870 -1.373
C -0.880 -1.575 -2.714
C -1.701 -2.407 -3.464
C -2.268 -3.477 -2.821
C -2.103 -3.764 -1.491
C -1.282 -2.929 -0.750
S -3.035 -4.846 -3.852
O -3.563 -4.129 -4.975
O -3.955 -5.434 -2.923
O -1.759 -5.507 -4.029
H 1.094 -0.847 -1.321
H 0.774 -1.730 0.064
H -0.390 -0.732 -3.182
H -1.868 -2.233 -4.515
H -2.580 -4.630 -1.060
H -1.117 -3.133 0.298
```